# 1
C7H4S | ωB97M-V/def2-TZVPD

XYZ file:
```
12
Properties=species:S:1:pos:R:3:lowdin_charge:R:1
C -2.30726 1.72454 0.07912 0.124
C -1.11052 1.68016 0.12758 -0.111
C 0.27155 1.36889 -0.20255 -0.038
C 0.86956 0.13448 -0.25088 -0.335
C 2.30686 -0.05281 -0.11128 -0.115
C 3.51970 -0.00398 0.27026 0.123
C 0.05942 -1.11482 -0.08316 -0.581
S -1.56508 -1.54461 0.03502 0.639
H -3.24749 2.02512 0.31506 0.014
H 1.07615 2.09130 -0.25011 0.111
H 4.65320 0.17128 0.33464 0.068
H 0.90354 -1.99268 0.06550 0.101
```

Computed properties:
DFT total energy: -18152.39727 eV
strongest force on any atom: 0.103 hartree/bohr
frontier orbital gap: 7.1 eV
HOMO: -8.530 eV
SMILES string: C#C/C=C(/C#C)C=S
relative energy (zero: lowest compared OMol25 entry of this formula, charge and spin): 146.39 kJ/mol

# 2
C26H51N11O28S2 | ωB97M-V/def2-TZVPD

XYZ file:
```
118
Properties=species:S:1:pos:R:3:lowdin_charge:R:1
C 0.03183 4.35284 2.37373 -0.111
C 1.41603 4.03750 1.55264 -0.204
C 1.82969 2.45354 1.46856 -0.083
C 3.09907 2.05905 2.20025 0.063
C 3.56134 0.48748 2.09063 -0.187
O 4.87650 0.18762 2.27536 -0.078
C 2.51059 -0.73901 1.71707 0.043
C 1.25331 -0.32956 0.97461 -0.374
S 0.08743 -1.71557 0.49709 0.871
C -1.67756 -1.38055 1.02687 -0.366
C -1.72941 -0.97815 2.61536 -0.260
O -0.66349 -1.15144 3.43974 -0.028
O -2.95100 -0.41994 3.27781 -0.145
C -2.75863 1.04852 3.41387 -0.103
C -3.27126 1.69515 1.95875 -0.292
C -4.75115 0.99167 1.68338 -0.028
O -3.33265 3.14871 2.17299 -0.060
C -3.47970 3.89930 0.91779 -0.298
O -4.24947 5.01940 0.97137 -0.057
C -2.77113 3.56314 -0.52095 -0.451
S -3.76704 4.40226 -1.87421 0.659
C 1.02846 1.27923 0.63880 -0.165
O 0.20336 1.66336 -0.36392 -0.058
H -0.45706 3.42939 2.90071 0.073
H -0.72119 4.88436 1.61509 0.082
H 0.29198 5.19408 3.17981 0.094
H 1.30268 4.46456 0.44590 0.127
H 2.28133 4.64146 2.07876 0.113
H 3.75627 2.84581 2.79266 0.138
H 2.72784 -1.87505 2.01153 0.111
H -2.14543 -0.59512 0.29653 0.088
H -2.31802 -2.37865 0.89941 0.128
H -3.40911 1.47807 4.30556 0.154
H -1.60860 1.28167 3.56331 0.140
H -2.46162 1.37317 1.17776 0.118
H -5.23942 0.76773 2.74945 0.109
H -5.48178 1.66825 1.06888 0.095
H -4.58977 -0.08847 1.20130 0.095
H -2.72390 2.39045 -0.73696 0.094
H -1.63423 3.92114 -0.58018 0.097
H -3.55031 3.75872 -3.12150 -0.104
C 7.04423 -0.52801 -0.06913 0.051
N 7.43762 -1.93309 -0.35999 -0.402
O 6.79056 -2.82858 0.19534 0.036
O 8.38498 -2.09733 -1.13758 0.054
H 6.20190 -0.53366 0.62592 0.061
H 7.90786 -0.02935 0.37568 0.108
H 6.76038 -0.06271 -1.01525 0.105
C 10.52551 -3.51561 1.28831 0.018
N 11.19137 -2.48369 2.12816 -0.416
O 11.30487 -1.34992 1.64789 0.041
O 11.58137 -2.84108 3.24589 0.045
H 10.23594 -3.06392 0.33710 0.052
H 11.24242 -4.32372 1.12903 0.099
H 9.64606 -3.86603 1.83237 0.102
C -7.95577 4.34414 -1.91106 0.048
N -7.56238 2.93907 -2.20192 -0.403
O -8.20944 2.04358 -1.64659 0.034
O -6.61502 2.77483 -2.97951 0.015
H -8.79810 4.33850 -1.21601 0.102
H -7.09214 4.84281 -1.46625 0.093
H -8.23962 4.80944 -2.85718 0.074
C 5.12433 -5.27606 1.52785 0.047
N 3.70622 -4.87874 1.73919 -0.404
O 2.83462 -5.67849 1.37908 0.063
O 3.50813 -3.77510 2.26060 0.022
H 5.14890 -6.26427 1.06363 0.099
H 5.58126 -4.53105 0.87321 0.066
H 5.60985 -5.29716 2.50562 0.107
C -11.18847 0.55859 -2.06667 0.042
N -12.34653 1.03129 -1.26104 -0.426
O -12.14820 1.97061 -0.48174 0.050
O -13.42200 0.44590 -1.43374 0.042
H -10.31294 1.16028 -1.81356 0.063
H -11.02013 -0.49112 -1.81737 0.105
H -11.44842 0.68011 -3.12018 0.098
C -7.41237 3.12285 -6.67873 0.042
N -8.57043 3.59554 -5.87310 -0.405
O -8.37210 4.53486 -5.09379 0.037
O -9.64590 3.01016 -6.04580 0.050
H -6.53684 3.72453 -6.42562 0.098
H -7.24403 2.07314 -6.42943 0.091
H -7.67232 3.24437 -7.73224 0.103
C 13.15294 -1.85657 -1.99015 0.036
N 12.30040 -3.05995 -2.18669 -0.395
O 12.26817 -3.55175 -3.32074 0.070
O 11.68753 -3.47682 -1.19687 0.017
H 13.62999 -1.60279 -2.93919 0.053
H 12.50443 -1.04439 -1.65524 0.108
H 13.90256 -2.10347 -1.23562 0.107
C -2.80725 -1.80239 6.18077 0.038
N -2.83936 -0.64204 7.11143 -0.403
O -2.43030 -0.82878 8.26329 0.057
O -3.27442 0.42353 6.65929 0.040
H -2.40360 -2.66839 6.70970 0.099
H -3.83218 -1.99248 5.85558 0.065
H -2.16687 -1.53186 5.33879 0.071
C -10.67373 -0.61683 -7.96950 0.039
N -9.87011 -0.58898 -6.71771 -0.418
O -8.69990 -0.19911 -6.80486 0.039
O -10.43681 -0.95938 -5.68292 0.050
H -10.05197 -0.26690 -8.79631 0.096
H -10.99032 -1.64871 -8.13498 0.102
H -11.53116 0.04368 -7.82540 0.104
C 16.85650 0.75744 -3.74379 0.044
N 15.76469 -0.23409 -3.54785 -0.407
O 14.60830 0.14742 -3.76275 0.048
O 16.09944 -1.36745 -3.18373 0.058
H 16.41921 1.70606 -4.06243 0.098
H 17.37265 0.87238 -2.78841 0.104
H 17.52521 0.36374 -4.51193 0.104
C -5.20725 -5.16821 4.52969 0.043
N -5.23936 -4.00786 5.46035 -0.421
O -4.83030 -4.19459 6.61221 0.060
O -5.67442 -2.94229 5.00821 0.046
H -4.80360 -6.03421 5.05861 0.098
H -6.23218 -5.35830 4.20449 0.103
H -4.56687 -4.89768 3.68770 0.100
```

Computed properties:
DFT total energy: -123136.38001 eV
strongest force on any atom: 0.175 hartree/bohr
frontier orbital gap: 7.1 eV
HOMO: -9.351 eV
SMILES string: CCC1=CC(=O)C=C(SCC(=O)OC[C@@H](C)OC(=O)CS)C1=O.C[N+](=O)[O-].C[N+](=O)[O-].C[N+](=O)[O-].C[N+](=O)[O-].C[N+](=O)[O-].C[N+](=O)[O-].C[N+](=O)[O-].C[N+](=O)[O-].C[N+](=O)[O-].C[N+](=O)[O-].C[N+](=O)[O-]

# 3
C3H8BO2 | ωB97M-V/def2-TZVPD

XYZ file:
```
14
Properties=species:S:1:pos:R:3:lowdin_charge:R:1
C -0.11094 -1.67393 -0.05438 -0.075
C 0.40423 -0.36753 0.54800 -0.433
C 0.96227 0.59733 -0.54214 -0.241
O 0.33666 1.82468 -0.34324 -0.130
B -0.98093 1.47561 0.27425 -0.632
O -0.61551 0.34252 1.19226 -0.109
H -0.97098 -1.44036 -0.68228 0.070
H -0.42454 -2.36975 0.72549 0.062
H 0.65118 -2.16504 -0.67039 0.064
H 1.18892 -0.60743 1.28433 0.123
H 0.73657 0.18218 -1.54310 0.103
H 2.05255 0.70965 -0.46635 0.103
H -1.45881 2.41334 0.90259 0.042
H -1.77067 1.07875 -0.62503 0.051
```

Computed properties:
charge: -1
DFT total energy: -8013.98829 eV
strongest force on any atom: 0.003 hartree/bohr
frontier orbital gap: 7.8 eV
HOMO: -3.550 eV
relative energy (zero: lowest compared OMol25 entry of this formula, charge and spin): 0.82 kJ/mol

# 4
C12H18O9 | ωB97M-V/def2-TZVPD

XYZ file:
```
39
Properties=species:S:1:pos:R:3:lowdin_charge:R:1
C 1.82856 0.93295 -5.03032 -0.027
C 1.54077 0.38861 -3.66173 -0.309
C 1.28282 -1.13102 -3.59177 -0.085
O 2.40837 -1.65150 -2.88701 0.047
C 3.20362 -0.64246 -2.44792 -0.563
O 4.19985 -0.79941 -1.82717 0.173
O 2.69774 0.55305 -2.81883 0.082
H 0.93718 0.82348 -5.64623 0.091
H 2.74199 0.52284 -5.45315 0.097
H 2.00318 2.00787 -4.91788 0.091
H 0.74527 0.94940 -3.17290 0.151
H 1.22381 -1.58643 -4.57888 0.131
H 0.39008 -1.38341 -3.01869 0.118
C -2.65762 1.93742 2.01278 -0.030
C -2.50379 2.46363 3.40555 -0.314
C -1.24926 3.36868 3.57067 -0.059
O -1.79760 4.63717 3.98128 0.058
C -3.14446 4.58058 4.02830 -0.572
O -3.84616 5.49751 4.29775 0.163
O -3.58103 3.33660 3.72618 0.082
H -1.71633 1.48977 1.67493 0.072
H -2.97507 2.70163 1.30794 0.096
H -3.34036 1.08413 1.97130 0.087
H -2.42724 1.63937 4.11266 0.150
H -0.73160 3.51948 2.62927 0.130
H -0.62203 3.02031 4.38434 0.131
C 1.45048 -4.07653 -0.03335 -0.017
C 0.46004 -2.94379 0.02010 -0.310
C -0.64760 -3.15921 1.04803 -0.096
O -0.87917 -1.84033 1.54631 0.058
C 0.26608 -1.12301 1.38872 -0.561
O 0.46570 -0.06424 1.88561 0.160
O 1.12168 -1.78886 0.58813 0.085
H 2.17622 -3.99737 -0.83495 0.085
H 0.93621 -5.04326 -0.08955 0.093
H 1.93741 -4.13512 0.94364 0.098
H 0.04606 -2.70349 -0.95905 0.142
H -0.36154 -3.86661 1.82956 0.136
H -1.58226 -3.51846 0.61634 0.137
```

Computed properties:
DFT total energy: -31164.10658 eV
strongest force on any atom: 0.024 hartree/bohr
frontier orbital gap: 11.0 eV
HOMO: -10.790 eV
SMILES string: C[C@H]1COC(=O)O1.C[C@H]1COC(=O)O1.C[C@H]1COC(=O)O1
relative energy (zero: lowest compared OMol25 entry of this formula, charge and spin): 36.96 kJ/mol

# 5
C3H7NOS | ωB97M-V/def2-TZVPD

XYZ file:
```
13
Properties=species:S:1:pos:R:3:lowdin_charge:R:1
C -0.21885 0.37235 0.17647 -0.236
C -0.04227 -0.16195 -1.34651 -0.114
S -2.44294 -0.71690 2.68262 0.126
C 1.11679 0.91951 -0.43136 -0.260
N 0.11084 -0.64955 1.28034 0.077
O 2.16559 0.09999 -0.48797 -0.097
H 0.38443 0.22296 -2.26863 0.105
H 1.28276 1.99692 -0.41928 0.131
H -1.09383 -0.33757 -1.73139 0.103
H 0.32539 -1.21093 -1.29229 0.117
H -1.27930 0.82500 0.18684 0.141
H -0.82124 -1.06510 1.56632 -0.137
H 0.51262 -0.29474 2.08484 0.043
```

Computed properties:
DFT total energy: -17589.41387 eV
strongest force on any atom: 0.129 hartree/bohr
frontier orbital gap: 5.8 eV
HOMO: -9.415 eV
relative energy (zero: lowest compared OMol25 entry of this formula, charge and spin): 821.61 kJ/mol

# 6
C12H32FeN2O9P | ωB97M-V/def2-TZVPD

XYZ file:
```
57
Properties=species:S:1:pos:R:3:lowdin_charge:R:1
Fe -0.16849 -0.21406 -1.65997 1.001
P 0.23691 -1.99181 -3.13838 0.181
O 0.52914 -3.21881 -4.16261 -0.388
O 1.14593 -1.74549 -1.93934 -0.402
O -1.07573 -1.87776 -2.25889 -0.367
O 0.29677 -0.49181 -3.58688 -0.372
C 0.28227 1.26864 1.74689 -0.023
C 0.04034 -0.22741 1.53088 -0.370
C -0.57991 -0.81571 2.82017 -0.159
O 0.33062 -0.96034 3.91101 -0.191
C 1.25906 -2.03728 3.96630 -0.074
N -0.86402 -0.40053 0.39584 0.047
H -0.59680 1.87283 1.97113 0.070
H 0.59263 1.77060 0.83047 0.054
H 1.06007 1.34855 2.50633 0.094
H 0.93022 -0.81661 1.30941 0.111
H -0.84556 -1.85944 2.65238 0.130
H -1.44651 -0.22916 3.12526 0.116
H 1.66773 -2.33720 3.00134 0.064
H 0.80699 -2.87837 4.49194 0.091
H 2.12125 -1.67833 4.52833 0.090
H -1.31228 -1.29173 0.55366 0.111
H -1.66538 0.14875 0.67193 0.045
C 3.36495 -2.25680 0.18067 -0.276
C 2.54627 -3.40272 0.51878 -0.252
O 1.20176 -3.05555 0.22430 -0.102
O 3.58824 -2.18157 -1.23320 -0.063
H 4.30963 -2.36308 0.71395 0.119
H 2.95590 -1.33239 0.58838 0.102
H 2.55046 -3.77735 1.54237 0.113
H 2.77554 -4.16808 -0.22268 0.133
H 1.16795 -2.65839 -0.64904 -0.013
H 2.73947 -1.96709 -1.62714 0.003
C -3.56125 1.70073 1.99424 -0.034
O -3.05413 1.17640 0.70611 -0.274
C -3.46869 2.00584 -0.41849 -0.161
C -3.01006 1.40914 -1.75704 -0.137
N -1.56683 1.36112 -2.06411 -0.093
C -0.85030 2.65051 -1.80184 -0.138
C 0.56515 2.41002 -2.29773 -0.207
O 1.10899 1.36248 -1.52174 -0.281
C 2.53005 1.41568 -1.60624 -0.031
H -4.61078 1.92997 1.80974 0.087
H -2.94159 2.57097 2.21060 0.085
H -3.46064 1.00624 2.82830 0.085
H -3.06449 2.98975 -0.18050 0.117
H -4.55548 1.94460 -0.36164 0.126
H -3.51364 1.90159 -2.58891 0.131
H -3.41826 0.40067 -1.82390 0.134
H -1.54677 1.24447 -3.06715 0.120
H -0.88118 2.83569 -0.72813 0.117
H -1.18043 3.51629 -2.37590 0.137
H 1.12275 3.31285 -2.04855 0.135
H 0.56294 2.34471 -3.38577 0.146
H 2.90988 2.24202 -1.00541 0.102
H 2.88585 1.53923 -2.62910 0.116
H 3.05322 0.55451 -1.19058 0.095
```

Computed properties:
multiplicity: 6
DFT total energy: -78045.54606 eV
strongest force on any atom: 0.140 hartree/bohr
frontier orbital gap (spin up / spin down): 8.3 / 7.6 eV
HOMO (spin up / spin down): -8.443 / -8.508 eV
relative energy (zero: lowest compared OMol25 entry of this formula, charge and spin): 61.72 kJ/mol

# 7
C4H6 | ωB97M-V/def2-TZVPD

XYZ file:
```
10
Properties=species:S:1:pos:R:3:lowdin_charge:R:1
C -2.27347 -0.23148 0.00582 0.101
C -1.15072 0.20105 0.00119 -0.161
C 0.23992 0.68751 -0.00756 -0.281
C 1.23392 -0.46234 -0.00352 -0.120
H -3.26803 -0.59687 -0.03943 0.016
H 0.39671 1.32662 0.87970 0.114
H 0.36039 1.36463 -0.84915 0.105
H 1.03174 -1.11067 0.86540 0.082
H 1.15186 -1.07357 -0.89540 0.069
H 2.27767 -0.10489 0.04297 0.075
```

Computed properties:
DFT total energy: -4243.36603 eV
strongest force on any atom: 0.015 hartree/bohr
frontier orbital gap: 11.1 eV
HOMO: -9.960 eV
SMILES string: C#CCC
relative energy (zero: lowest compared OMol25 entry of this formula, charge and spin): 57.38 kJ/mol

# 8
C4H6N2O4PS | ωB97M-V/def2-TZVPD

XYZ file:
```
18
Properties=species:S:1:pos:R:3:lowdin_charge:R:1
C -1.09221 1.48022 -0.18846 0.143
C 0.02569 1.99353 0.24859 -0.577
C 0.46263 -0.35889 0.26273 -0.511
C 2.28938 1.05914 1.05422 -0.030
N -0.72073 -0.34795 -0.20508 -0.001
N 0.94573 0.84539 0.59181 0.001
O 0.50398 3.07937 0.47945 -0.023
O 1.20112 -1.42460 0.42615 0.097
O -2.83656 -1.70255 -0.12586 -0.260
O -0.67585 -2.87953 -0.66724 -0.383
P -1.46410 -1.70901 -1.03068 -0.052
S -1.68935 -1.29267 -2.92343 0.121
H -2.02832 1.73948 -0.53172 0.040
H 2.35038 2.14240 0.95672 0.089
H 2.49083 0.48568 1.88917 0.059
H 3.04192 0.63091 0.41170 0.078
H -3.61434 -1.42420 -0.71333 0.078
H 0.80982 -2.31672 0.06528 0.130
```

Computed properties:
charge: -1
DFT total energy: -35542.58573 eV
strongest force on any atom: 0.105 hartree/bohr
frontier orbital gap: 7.9 eV
HOMO: -4.572 eV
relative energy (zero: lowest compared OMol25 entry of this formula, charge and spin): 41.08 kJ/mol

Please write out number 5 again, unchanged.
C3H7NOS | ωB97M-V/def2-TZVPD

XYZ file:
```
13
Properties=species:S:1:pos:R:3:lowdin_charge:R:1
C -0.21885 0.37235 0.17647 -0.236
C -0.04227 -0.16195 -1.34651 -0.114
S -2.44294 -0.71690 2.68262 0.126
C 1.11679 0.91951 -0.43136 -0.260
N 0.11084 -0.64955 1.28034 0.077
O 2.16559 0.09999 -0.48797 -0.097
H 0.38443 0.22296 -2.26863 0.105
H 1.28276 1.99692 -0.41928 0.131
H -1.09383 -0.33757 -1.73139 0.103
H 0.32539 -1.21093 -1.29229 0.117
H -1.27930 0.82500 0.18684 0.141
H -0.82124 -1.06510 1.56632 -0.137
H 0.51262 -0.29474 2.08484 0.043
```

Computed properties:
DFT total energy: -17589.41387 eV
strongest force on any atom: 0.129 hartree/bohr
frontier orbital gap: 5.8 eV
HOMO: -9.415 eV
relative energy (zero: lowest compared OMol25 entry of this formula, charge and spin): 821.61 kJ/mol